1.
Here is a 3-piece molecular cluster, C4H8O5 overall from OMol25. Energies are from the ωB97M-V functional and the def2-TZVPD basis.

Structure (XYZ):
```
17
Properties=species:S:1:pos:R:3
C 0.788 0.092 -1.304
C -0.729 -1.012 1.366
C 0.036 -0.010 2.153
C -1.252 0.378 -0.975
O -1.708 0.256 0.158
O 1.146 1.293 -0.629
O 0.808 0.198 -2.669
O -0.173 -1.734 0.464
O -1.608 0.779 -2.045
H -0.042 0.604 -2.938
H 1.887 1.688 -1.109
H 0.232 -1.071 -0.298
H 1.549 -0.676 -1.082
H -1.622 -1.445 1.818
H -0.643 0.682 2.647
H 0.737 0.538 1.526
H 0.594 -0.561 2.919
```

Lowest unoccupied orbital energy   0.294 eV
Frontier orbital gap   9.3137 eV
Net charge   0

2.
Here is a 2-piece molecular cluster, C4H8O5 overall from OMol25. Energies are from the ωB97M-V functional and the def2-TZVPD basis.

Structure (XYZ):
```
17
Properties=species:S:1:pos:R:3
C 0.858 -0.644 -1.076
C 1.527 -0.607 0.080
O 2.153 -1.692 0.567
O 1.647 0.443 0.930
C 1.050 1.670 0.569
H 0.419 0.231 -1.512
H 0.908 -1.537 -1.668
H 2.528 -1.475 1.431
H -0.028 1.556 0.434
H 1.494 2.064 -0.349
H 1.251 2.350 1.394
O -3.739 -0.795 0.335
C -2.609 -0.630 -0.004
O -1.698 -1.564 -0.097
O -2.120 0.596 -0.338
H -0.814 -1.221 -0.413
H -2.824 1.256 -0.283
```

Lowest unoccupied orbital energy   0.503 eV
Frontier orbital gap   9.8902 eV
Net charge   0
SMILES   C=C(O)OC.O=C(O)O

Which of them is most stable? Easy: 2.

1.
Here is the molecule C4H6O2 from OMol25. Energies are from the ωB97M-V functional and the def2-TZVPD basis.

Structure (XYZ):
```
12
Properties=species:S:1:pos:R:3
O -0.792 -2.528 0.702
C -0.310 -1.594 0.110
C -0.766 -0.186 0.277
C -0.391 0.791 -0.820
C 0.348 0.812 0.476
O 1.599 0.214 0.568
H 0.562 -1.721 -0.572
H -1.702 -0.078 0.818
H -1.092 1.586 -1.063
H 0.123 0.369 -1.679
H 0.186 1.648 1.161
H 2.235 0.686 0.022
```

Lowest unoccupied orbital energy   0.758 eV
Frontier orbital gap   10.4447 eV
Net charge   0
SMILES   O=C[C@@H]1C[C@@H]1O

2.
Here is the molecule C4H6O2 from OMol25. Energies are from the ωB97M-V functional and the def2-TZVPD basis.

Structure (XYZ):
```
12
Properties=species:S:1:pos:R:3
O 0.157 -1.613 -0.946
C -0.013 -0.250 -0.645
C -1.149 0.138 0.303
C -0.743 1.477 0.904
O 0.556 1.553 0.732
C 1.164 0.398 0.081
H -0.043 -2.131 -0.157
H -2.148 0.159 -0.138
H -1.189 -0.549 1.169
H -0.161 0.249 -1.609
H 1.568 -0.260 0.861
H 1.974 0.759 -0.554
```

Lowest unoccupied orbital energy   0.713 eV
Frontier orbital gap   9.3291 eV
Net charge   0

Which of them is most stable? Easy: 1.

1.
Here is the molecule C4H6O2 from OMol25. Energies are from the ωB97M-V functional and the def2-TZVPD basis.

Structure (XYZ):
```
12
Properties=species:S:1:pos:R:3
C 1.549 -0.288 -0.841
C 0.607 -1.235 -0.914
O -0.596 -0.965 -0.390
C -0.242 0.089 0.844
C -1.377 1.025 0.676
O 0.433 -0.126 1.780
H 1.304 0.768 -0.956
H 2.586 -0.563 -0.777
H 0.782 -2.240 -1.310
H -2.162 0.282 0.523
H -1.326 1.650 -0.215
H -1.558 1.602 1.580
```

Lowest unoccupied orbital energy   0.799 eV
Frontier orbital gap   9.4141 eV
Net charge   0
SMILES   C=COC(C)=O

2.
Here is the molecule C4H6O2 from OMol25. Energies are from the ωB97M-V functional and the def2-TZVPD basis.

Structure (XYZ):
```
12
Properties=species:S:1:pos:R:3
C -0.853 0.867 -0.290
C 0.420 1.236 -0.161
O 1.469 0.518 -0.388
C 1.270 -0.754 0.100
O 0.079 -1.254 -0.515
C -1.080 -0.598 -0.083
H -1.716 1.514 -0.226
H 0.529 2.250 0.220
H 2.088 -1.368 -0.386
H 1.021 -0.833 1.187
H -1.154 -0.602 1.042
H -2.073 -0.977 -0.498
```

Lowest unoccupied orbital energy   0.903 eV
Frontier orbital gap   9.7441 eV
Net charge   0
SMILES   C1=COCOC1

3.
Here is the molecule C4H6O2 from OMol25. Energies are from the ωB97M-V functional and the def2-TZVPD basis.

Structure (XYZ):
```
12
Properties=species:S:1:pos:R:3
C 0.319 -0.217 -1.215
C -0.575 -0.306 -0.035
C 0.545 -0.909 0.884
O 0.493 -2.025 1.335
C -0.920 0.976 0.531
O -0.319 1.996 0.036
H 0.279 -1.056 -1.905
H 0.007 1.638 -0.878
H 1.322 0.183 -1.071
H -1.389 -1.030 -0.054
H 1.380 -0.211 1.066
H -1.566 1.155 1.385
```

Lowest unoccupied orbital energy (alpha / beta)   -0.436 / -0.742 eV
Frontier orbital gap (alpha / beta)   7.2369 / 6.6526 eV
Net charge   0

4.
Here is C4H6O2 as an isolated structure from OMol25. Energies are from the ωB97M-V functional and the def2-TZVPD basis.

Structure (XYZ):
```
12
Properties=species:S:1:pos:R:3
O 1.480 -1.066 1.690
C 0.681 -0.265 0.996
C -0.516 -0.693 0.184
C -0.582 0.838 -0.096
O -1.323 1.518 -0.762
C 0.603 1.065 0.747
H 2.174 -0.542 2.115
H -0.955 -0.480 -3.199
H -1.356 -1.107 0.750
H -0.303 -1.320 -0.687
H -1.081 0.116 -2.771
H 1.178 1.937 1.033
```

Lowest unoccupied orbital energy   0.386 eV
Frontier orbital gap   9.9441 eV
Net charge   0

Which of them is most stable? Easy: 4.